Here is C31H44BrMgN3OP2 as an isolated structure in a non-equilibrium geometry from the Open Molecules 2025 dataset. Energies are from ωB97M-V/def2-TZVPD.

Each line ends with the Mulliken charge.
Positions of all 83 atoms, in Å:
1 C -0.70 6.83 -3.77  -0.4191
2 C -0.98 5.45 -3.89  0.5440
3 C -1.17 5.00 -5.22  -0.4622
4 C -1.16 5.91 -6.31  -0.2695
5 N -0.93 7.21 -6.12  -0.5184
6 C -0.70 7.68 -4.89  -0.3241
7 C -1.06 4.58 -2.67  -0.5977
8 C -1.06 3.80 -1.72  -0.0281
9 C -0.84 2.52 -1.11  0.5391
10 C 0.33 2.33 -0.26  -0.6069
11 C 0.92 1.06 -0.37  -0.7772
12 C 0.08 0.01 -0.61  0.2766
13 C -1.27 0.20 -0.92  0.5420
14 C -1.75 1.45 -1.30  -0.9790
15 Mg -1.56 2.89 0.90  1.3925
16 P 2.28 -1.41 1.04  0.9230
17 H -1.32 3.94 -5.44  0.4047
18 H -0.47 7.25 -2.80  0.3898
19 H -1.33 5.57 -7.34  0.3625
20 H -0.51 8.76 -4.78  0.3576
21 H -2.74 1.56 -1.79  0.5662
22 H 0.94 3.18 0.05  0.5710
23 H -1.94 -0.64 -1.00  0.1866
24 H 2.00 0.90 -0.41  -0.1582
25 C 2.50 -2.95 1.98  -0.6117
26 C 3.30 -3.98 1.20  -1.1365
27 H 1.49 -3.33 2.21  0.6209
28 H 2.97 -2.71 2.95  0.4529
29 H 3.50 -4.87 1.81  0.4056
30 H 2.74 -4.30 0.31  0.2571
31 H 4.27 -3.60 0.86  0.2646
32 C 2.08 -1.60 -0.77  0.1944
33 C 3.09 -0.86 -1.65  -1.4112
34 H 0.93 -1.05 -0.93  -0.5506
35 H 2.03 -2.67 -1.04  0.2706
36 H 2.83 -1.08 -2.70  0.4126
37 H 2.98 0.22 -1.53  0.3988
38 H 4.14 -1.14 -1.51  0.3342
39 C 3.67 -0.31 1.45  -0.3696
40 C 5.04 -1.05 1.38  -1.3145
41 H 3.51 0.09 2.48  0.4302
42 H 3.73 0.59 0.81  0.4233
43 H 5.91 -0.38 1.58  0.4143
44 H 5.08 -1.86 2.13  0.3570
45 H 5.21 -1.49 0.39  0.2504
46 Br 0.06 -1.11 1.65  -0.2665
47 P -2.61 -3.59 -1.88  -0.2055
48 C -0.77 -3.66 -1.60  0.4564
49 C -0.24 -5.03 -1.99  -1.4165
50 H -0.60 -3.39 -0.55  -0.2852
51 H -0.32 -2.86 -2.22  0.2701
52 H 0.82 -4.94 -2.25  0.3594
53 H -0.35 -5.74 -1.16  0.3317
54 H -0.78 -5.42 -2.86  0.4362
55 C -3.24 -3.40 -0.12  -0.2286
56 C -4.63 -4.04 -0.22  -1.2938
57 H -3.21 -2.37 0.25  0.1942
58 H -2.56 -3.96 0.52  0.3796
59 H -5.06 -4.25 0.76  0.3753
60 H -5.34 -3.40 -0.77  0.3253
61 H -4.53 -5.00 -0.78  0.3831
62 C -2.69 -2.02 -2.87  0.1782
63 C -3.08 -2.06 -4.36  -1.3610
64 H -1.65 -1.67 -2.82  -0.2267
65 H -3.33 -1.33 -2.30  0.4732
66 H -3.47 -1.06 -4.60  0.3673
67 H -2.21 -2.26 -5.00  0.3044
68 H -3.87 -2.80 -4.55  0.3504
69 N -0.86 2.33 8.44  -0.3516
70 C 0.15 2.57 7.53  0.3901
71 O 1.06 3.37 7.77  -0.5727
72 C 0.04 1.90 6.17  0.7509
73 C -1.13 1.32 5.64  -0.5569
74 C -1.18 1.10 4.24  -0.5518
75 N -0.35 1.71 3.34  0.0415
76 C 0.91 1.75 3.89  -0.0721
77 C 1.14 1.99 5.28  -0.7681
78 H -0.77 2.80 9.33  0.2556
79 H -1.46 1.53 8.39  0.1947
80 H -1.96 1.03 6.31  0.2356
81 H -1.96 0.42 3.85  0.4502
82 H 1.79 1.57 3.24  0.2229
83 H 2.15 2.25 5.65  0.4228

Results
* E: -133420.1540 eV
* strongest force on any atom: 3.21 eV/A
* molar mass: 640.9 g mol⁻¹
* orbital gap: 0.12825 hartree
* energy above the lowest of the compared OMol25 structures with the same formula, charge and spin: 1096.5 kJ/mol
* charge: +2